ORCA calculation (ωB97M-V/def2-TZVPD) on C21H19F5MoN9O10STe as an isolated structure.

## Properties
LUMO level (alpha / beta) ... -0.20321 / -0.20312 hartree
Kohn-Sham gap (alpha / beta) ... 5.633 / 5.635 eV
Total energy ... -3290.06105 hartree
HOMO level (alpha / beta) ... -11.2 / -11.2 eV

Structure (ORCA input):
```
! RIJCOSX wB97M-V def2-TZVPD def2/J DEFGRID3
* xyz 1 1
C -5.0925 -1.4376 -2.7730
N 3.9745 0.6895 2.9070
H -2.2877 -4.9163 0.4846
C -1.5339 -4.1783 0.7213
H -8.3381 -0.5643 -2.2496
H 1.1931 -1.5647 1.5580
C 5.9217 0.4029 -0.2279
C 3.6924 0.9790 -0.8078
H -7.2499 1.0988 -0.7918
H 0.4794 2.8951 5.4839
C -1.8109 -2.8386 0.5601
N 2.8086 1.4689 -1.8500
F -0.1379 -4.4682 -2.5014
H 1.9645 3.9030 0.1636
F -1.0314 -3.0112 -4.3381
F -2.2176 -2.0790 -2.2053
C -0.2705 -4.5868 1.1361
N -0.9832 -0.5478 0.5468
H 1.6864 -3.9834 1.7853
C 5.0043 0.7231 -1.1888
N -2.2334 -0.0722 0.6303
H 1.4125 4.2798 2.4691
H -2.7575 -2.5073 0.1652
H -0.0563 -5.6434 1.2285
H 0.3532 4.3091 4.4204
O 4.4677 -0.1513 3.6168
H -5.4619 2.0480 -0.0812
C 4.2951 0.6422 1.4745
C 0.2249 2.6188 2.2722
O 1.6704 1.9261 -1.5153
S -1.4704 1.3886 -1.5279
H 6.3311 0.1377 1.8660
H -6.9590 -2.1767 -3.5203
H 0.5445 4.7561 0.1811
H -4.4741 -2.1370 -3.3201
N 0.8924 3.6971 1.8319
O 3.1828 1.5352 -2.9739
H 1.8221 3.2566 4.3881
O -0.3339 1.8194 1.5069
H 5.3003 0.7851 -2.2269
O 7.5755 0.2112 -1.8025
Te -0.2291 -2.5382 -2.7433
C -4.4604 -0.5207 -1.9550
O 1.1504 -0.5664 -1.0357
C -6.4787 -1.4527 -2.8750
F 1.4936 -2.5949 -3.5689
N 7.3141 0.1292 -0.6271
F -0.2902 -0.7080 -3.4720
C 0.7407 3.2939 4.5113
C 0.7183 -3.6556 1.4325
O 2.0345 0.9317 0.9579
O 8.0885 -0.1499 0.2575
N -4.7398 1.3852 -0.3899
H -3.3761 -0.5690 -1.9116
N -3.6259 1.6674 0.0735
O 3.2014 1.5537 3.2721
C 0.4555 -2.3113 1.2857
C -0.7993 -1.9045 0.8186
O 0.1006 2.4213 3.5598
N 0.9932 3.8878 0.4518
C -6.6540 0.3816 -1.3477
C -2.4633 0.8924 -0.2009
C 3.2603 0.8748 0.5410
Mo 0.3997 0.6442 -0.2437
C -7.2612 -0.5454 -2.1615
C -5.2564 0.3777 -1.2418
C 5.5862 0.3687 1.1163
*
```

Here are the Löwdin charges for atoms 1 to 5, given in e:
1. C -0.02
2. N -0.33
3. H 0.12
4. C -0.04
5. H 0.12

***

ORCA calculation (ωB97M-V/def2-TZVPD) on C21H19F5NPdSSi as an isolated structure.

## Properties
Energy above the lowest of the compared OMol25 structures with the same formula, charge and spin ... 12.6 kcal per mole
LUMO level ... 0.09320 hartree
Kohn-Sham gap ... 6.671 eV
Total energy ... -2181.32022 hartree
HOMO level ... -4.1 eV

Structure (ORCA input):
```
! RIJCOSX wB97M-V def2-TZVPD def2/J DEFGRID3
* xyz -1 1
C 4.0542 -0.7517 -2.2799
H -4.5928 0.4741 -1.4470
C -3.8750 2.0361 1.4773
C 2.5111 -2.2069 -4.3777
C 0.1828 1.4500 2.7777
F 0.1050 -1.1359 5.3695
H 2.6706 -4.4413 -2.0828
C 3.3805 -3.6277 -1.8987
N -0.6216 -0.5756 -0.5199
H -1.8388 -3.5090 -1.6433
H 4.2596 -0.6125 -1.2147
H 4.3344 -3.8886 -2.3744
Pd -0.1224 1.7893 0.6476
F 0.1159 -0.9325 2.7391
H 4.9610 -1.1092 -2.7871
C -2.9400 1.7752 -1.1342
C 0.1474 0.2433 3.4223
H 3.4587 -2.4597 -4.8700
H 0.4635 -3.6335 -2.5711
S 1.6015 0.8217 -0.7209
H -0.6831 4.0932 -0.0543
H -2.5365 1.6420 -2.1308
C 0.1405 0.0838 4.7971
C -4.5483 1.2432 0.5820
H -4.2244 2.1334 2.4982
C 0.6196 -0.6063 -1.0329
C 0.1703 1.2019 5.6005
H 3.5398 -3.5555 -0.8170
H -0.7123 3.1971 -1.6481
C -4.0759 1.1134 -0.7415
C -0.9980 3.2152 -0.6057
C 0.1654 -2.7580 -1.9938
H -2.1991 3.3887 1.7560
H -2.4460 -1.4869 -0.3048
H 1.7848 -2.9963 -4.6011
H -5.4386 0.7097 0.8921
C -1.4585 -1.5861 -0.7481
F 0.1656 1.0860 6.9411
H 2.1364 -1.2702 -4.8061
C -1.1282 -2.7079 -1.4838
C 0.2113 2.5240 3.6208
C 0.2041 2.4405 5.0039
F 0.2276 3.5403 5.7843
F 0.2236 3.8205 3.1716
C -2.2577 2.6131 -0.2350
H 3.7621 0.2205 -2.6847
C 1.0740 -1.7257 -1.7867
Si 2.7508 -2.0159 -2.5528
C -2.7247 2.7365 1.0676
*
```

Here are the Löwdin charges for atoms 1 to 5, given in e:
1. C -0.23
2. H 0.10
3. C -0.09
4. C -0.18
5. C -0.08

***

ORCA calculation (ωB97M-V/def2-TZVPD) on C21H19FeIN8OS as an isolated structure.

## Properties
Energy above the lowest of the compared OMol25 structures with the same formula, charge and spin ... 3.8 kcal per mole
LUMO level (alpha / beta) ... 0.01423 / 0.01112 hartree
Kohn-Sham gap (alpha / beta) ... 7.687 / 7.657 eV
Total energy ... -3284.53052 hartree
HOMO level (alpha / beta) ... -7.3 / -7.4 eV
⟨S²⟩ ... 6.0120

Structure (ORCA input):
```
! RIJCOSX wB97M-V def2-TZVPD def2/J DEFGRID3
* xyz 0 5
C 1.4700 1.8409 3.9655
C 0.6586 -3.2697 -3.8392
H 0.7635 -4.0610 -4.5211
H -1.3503 -2.8997 4.9611
H 1.2139 0.4788 -4.7436
C 0.6581 -3.4935 4.1442
N 0.1097 -2.6015 2.2610
C 2.0826 1.9507 1.6930
H -2.3406 2.5704 -1.7336
C 0.0003 -2.5574 -1.6774
H 3.2054 2.9710 3.2495
S 0.6995 3.9171 -1.2491
N 1.0552 1.5531 -2.9943
C 0.0864 -3.5214 -2.6599
H 1.9364 5.7662 -2.8034
H 0.1707 -2.0395 1.4113
N 0.9726 1.3368 1.3074
C 0.9020 -1.9175 -4.1405
C 1.3105 3.7939 -2.9233
Fe 0.4274 1.5400 -0.9011
H -1.4289 -0.4627 2.5248
N -1.0169 -2.4017 3.0042
C -3.8191 1.1676 -0.9441
N -1.6115 1.4506 -0.0468
H -3.2391 -0.9991 1.4702
H 2.7041 2.3235 0.8693
H -0.3027 0.6085 4.3288
C 2.3347 2.3651 3.0015
C -3.1130 -0.1811 0.8123
H 1.7006 1.9717 5.0327
C 0.3475 -1.2359 -1.8999
C -4.0742 0.1770 -0.0349
C 0.7350 -0.8900 -3.1937
C 0.1302 0.9175 2.2464
H 1.3467 -1.7101 -5.0778
N -1.0384 0.2443 1.8698
C 1.0778 -3.3547 2.8190
H -5.0148 -0.4011 -0.1144
H 2.0148 -3.5607 2.2636
H 2.3365 4.8769 -4.2160
H -0.5652 -4.4748 -2.5286
I 1.9119 -4.3136 5.4989
C 0.4082 1.0626 3.6205
N 1.4739 2.7207 -3.6826
O 0.2376 -0.3978 -0.8994
C -1.9009 0.5130 0.8201
H -0.5638 -2.8696 -0.7338
C -0.6541 -2.9947 4.1579
C -2.6024 1.8112 -0.9787
H -4.5930 1.2572 -1.6880
N 1.7328 5.0031 -3.4464
C 1.0135 0.4193 -3.6614
*
```

Here are the Löwdin charges for atoms 1 to 5, given in e:
1. C -0.08
2. C -0.12
3. H 0.08
4. H 0.10
5. H 0.12

***

ORCA calculation (ωB97M-V/def2-TZVPD) on one molecule with the formula C21H19N3O5.

## Properties
SMILES string ... COc1ccc(-c2ccc(=O)n(CC(=O)Nc3ccc4c(c3)OCCO4)n2)cc1
Energy above the lowest of the compared OMol25 structures with the same formula, charge and spin ... 56.3 kcal per mole
LUMO level ... 0.00932 hartree
Kohn-Sham gap ... 8.226 eV
Total energy ... -1352.09935 hartree
HOMO level ... -8.0 eV

Structure (ORCA input):
```
! RIJCOSX wB97M-V def2-TZVPD def2/J DEFGRID3
* xyz 0 1
N 1.8824 0.2797 -1.7576
C 1.6847 -1.3907 -3.9303
N 2.0461 -1.0185 -1.6202
C 1.0781 5.0126 -3.0732
O -3.6744 -2.1793 3.0009
C 1.9700 -1.9671 -2.6358
C -1.4212 -2.2498 2.2937
H 0.7927 2.3725 -0.9807
H 1.2395 -3.7976 3.6984
C 1.6319 0.7887 -2.9314
C 2.2114 -1.4849 -0.2660
C 0.8143 4.2983 -1.9075
C 1.4526 2.2395 -3.0016
C -2.3896 -2.5954 3.2268
H -1.7105 -1.6622 1.4399
C 1.5145 -0.0574 -4.0756
O -2.9564 -3.6690 5.3283
H 1.1556 7.0379 -1.2716
H -4.7864 -3.8630 3.4266
C -4.1423 -2.9106 5.2490
H 1.2656 0.3696 -5.0351
H -0.5315 6.7881 -1.8054
H 1.8147 -2.7257 1.8059
H -0.4862 -4.3728 5.3707
H 0.4573 4.7963 -1.0199
C 0.8319 -1.6335 0.4065
H 1.5920 -2.0802 -4.7554
O 0.9261 6.3557 -3.2190
C -0.7329 -3.7803 4.5048
C 1.0042 2.9307 -1.8790
C 1.5379 4.3263 -4.1994
H 0.4241 8.1376 -2.4659
N 0.9112 -2.3456 1.5595
O 2.1500 -3.1487 -2.3916
C 0.4675 7.1060 -2.1203
C -0.1106 -2.6705 2.4635
H -4.8718 -3.4072 5.8903
H -5.5531 -2.2723 3.7183
H 2.7993 -0.7501 0.2893
H 2.0952 2.4610 -5.0443
C -4.6268 -2.8426 3.8014
H -3.9605 -1.8910 5.6163
C 1.7197 2.9623 -4.1649
C 0.2245 -3.4522 3.5684
C -2.0438 -3.3467 4.3543
O -0.1658 -1.1409 -0.0580
H 1.7471 4.8935 -5.0927
H 2.7217 -2.4505 -0.3104
*
```

Here are the Löwdin charges for atoms 1 to 5, given in e:
1. N 0.17
2. C 0.05
3. N -0.06
4. C -0.28
5. O -0.02